The following is a quantum chemistry calculation of C6H10O in the gas phase in a non-equilibrium geometry, from OMol25.

Frontier orbital gap (alpha / beta)   8.3583 / 7.0709 eV
Molecular weight   98.14 g/mol
LUMO (alpha / beta)   0.27 / 0.25 eV
Highest occupied orbital energy (alpha / beta)   -8.087 / -6.825 eV

ORCA input file:
```
! wB97M-V def2-TZVPD RIJCOSX def2/J DEFGRID3
* xyz 0 1
C 0.5081 -0.5557 -2.3082
C 0.2406 -0.0652 -1.0685
C -0.3817 -0.3864 1.5252
C -0.8566 0.7541 2.3866
C -0.2685 -0.8810 -0.0403
C 0.3530 1.4076 -0.7992
O -0.2526 -2.2245 -0.0856
H 0.8078 0.0976 -3.1062
H 0.3819 -1.5930 -2.5748
H 0.7194 -0.3395 1.5886
H -0.7188 -1.3076 2.0010
H -0.5761 1.7669 2.1906
H -1.4325 0.5231 3.2579
H 0.5600 1.9447 -1.7205
H -0.5768 1.7778 -0.3749
H 1.1519 1.6156 -0.0895
H 0.3411 -2.5346 -0.7823
*
```

---

The following is a quantum chemistry calculation of a 2-piece molecular cluster, C6H10O overall in a non-equilibrium geometry, from OMol25.

Frontier orbital gap   9.7157 eV
SMILES   C1=CCCC1.C=O
Molecular weight   98.14 g/mol
LUMO   0.88 eV
Highest occupied orbital energy   -8.838 eV

ORCA input file:
```
! wB97M-V def2-TZVPD RIJCOSX def2/J DEFGRID3
* xyz 0 1
C -0.0202 -1.2345 -0.4920
C -1.2072 -1.2500 0.1062
C -1.8387 0.1109 0.2143
C -0.8870 1.0113 -0.6110
C 0.2291 0.0840 -1.1523
H 0.6200 -2.0978 -0.6400
H -1.6984 -2.1544 0.4442
H -2.8569 0.1197 -0.1883
H -1.9181 0.4244 1.2663
H -1.4255 1.5234 -1.4142
H -0.4266 1.7872 0.0097
H 1.2356 0.5001 -0.8720
H 0.2404 -0.0424 -2.2427
C 2.2581 0.1416 0.5980
O 1.5566 -0.6718 1.1505
H 3.0667 -0.1439 -0.0990
H 2.2053 1.2175 0.8434
*
```

---

The following is a quantum chemistry calculation of a 2-piece molecular cluster, C6H10O2 overall in a non-equilibrium geometry, from OMol25.

Frontier orbital gap   7.9702 eV
Molecular weight   114.14 g/mol
LUMO   -0.23 eV
Highest occupied orbital energy   -8.205 eV

ORCA input file:
```
! wB97M-V def2-TZVPD RIJCOSX def2/J DEFGRID3
* xyz 0 1
C 1.7841 0.1008 0.5263
C 0.4460 0.8745 -0.0095
C -0.9618 1.1124 0.5772
C -1.5929 0.0743 -0.2992
C -0.4942 -0.9759 -0.8846
C 0.4923 -0.6719 0.0368
H 3.2186 0.7856 -0.1462
H 1.9437 -0.1538 1.5376
H 0.7801 1.2696 -0.9863
H -1.3272 2.1776 0.2096
H -0.9088 1.2047 1.6877
H -2.0323 0.5834 -1.1235
H -2.4739 -0.5475 0.0634
H -0.7766 -1.9245 -1.1389
H -0.3289 -0.6208 -1.9794
H -0.6706 -2.2600 0.9696
O 2.8374 -0.0305 -0.4226
O 0.0651 -0.9978 1.3817
*
```

---

The following is a quantum chemistry calculation of C6H10O2 as an isolated structure in a non-equilibrium geometry, from OMol25.

Frontier orbital gap   10.1758 eV
Molecular weight   114.14 g/mol
LUMO   0.77 eV
Highest occupied orbital energy   -9.406 eV

ORCA input file:
```
! wB97M-V def2-TZVPD RIJCOSX def2/J DEFGRID3
* xyz 0 1
C -0.5906 -0.9983 1.9522
C -0.1267 -0.4021 0.6341
C -0.5814 1.0179 0.2037
C 0.0546 0.4900 -1.1106
C 1.4935 0.3795 -0.6375
C -0.4683 -0.9089 -0.7861
H -0.1900 -0.3717 2.7698
H -1.7258 -0.9592 2.0383
H -0.2309 -2.0038 2.0455
H -0.2045 1.9252 0.7306
H -1.7032 1.0008 0.1343
H 0.3936 1.8635 -2.4288
H 2.0972 -0.3209 -1.2152
H 2.0188 1.3208 -0.4491
H -1.5195 -0.9916 -0.9348
H 0.1228 -1.7710 -1.1700
O -0.1268 1.0067 -2.4043
O 1.2870 -0.2769 0.6279
*
```

---

The following is a quantum chemistry calculation of C6H10O2 as an isolated structure in a non-equilibrium geometry, from OMol25.

Frontier orbital gap   10.6770 eV
Molecular weight   114.14 g/mol
LUMO   0.97 eV
Highest occupied orbital energy   -9.702 eV

ORCA input file:
```
! wB97M-V def2-TZVPD RIJCOSX def2/J DEFGRID3
* xyz 0 1
C 1.2838 -0.8123 -0.3618
C 1.3057 0.6331 -0.8872
C -0.0358 0.8193 -0.2820
C -1.4483 1.2804 -0.2897
C -1.1216 -0.9455 0.8163
C 0.4772 -0.7244 0.9381
H 2.4382 -1.1095 -0.1872
H 0.8373 -1.4369 -1.1091
H 1.3351 0.7480 -2.0072
H 2.1421 1.3369 -0.4716
H -0.3388 -0.1788 -0.7020
H -1.6485 2.2842 0.2859
H -1.9807 1.4575 -1.1335
H -1.4203 -0.9145 1.9834
H -1.3135 -1.9312 0.3083
H 1.1503 -1.3129 1.6519
O -2.0790 0.1146 0.3545
O 0.4169 0.6919 1.0927
*
```

---

The following is a quantum chemistry calculation of C6H10O2 in the gas phase in a non-equilibrium geometry, from OMol25.

Frontier orbital gap   9.9348 eV
SMILES   C=C(C)CCC(=O)O
Molecular weight   114.14 g/mol
LUMO   0.73 eV
Highest occupied orbital energy   -9.205 eV

ORCA input file:
```
! wB97M-V def2-TZVPD RIJCOSX def2/J DEFGRID3
* xyz 0 1
C -0.2537 -0.5752 2.1344
C -0.7684 -0.4864 0.8929
C -2.2531 -0.7474 0.6991
C 0.0338 -0.4786 -0.2855
C 0.5539 0.9087 -0.6769
C 1.9570 0.7027 -1.3564
O 2.9710 0.3352 -0.8607
O 1.9613 1.3964 -2.4980
H -0.6481 -0.7609 3.0830
H 0.7814 -0.3186 2.2411
H -2.7622 0.1741 0.9132
H -2.4768 -0.9537 -0.3270
H -2.5860 -1.6229 1.1435
H -0.5049 -0.8499 -1.1570
H 0.7900 -1.1324 -0.1457
H 0.7406 1.3917 0.1771
H -0.3262 1.3546 -1.2705
H 2.7903 1.6625 -2.7066
*
```

---

The following is a quantum chemistry calculation of C6H10O2 in the gas phase in a non-equilibrium geometry, from OMol25.

Frontier orbital gap   10.3507 eV
SMILES   C[C@]12CC[C@H](O)[C@H]1O2
Molecular weight   114.14 g/mol
LUMO   0.79 eV
Highest occupied orbital energy   -9.561 eV

ORCA input file:
```
! wB97M-V def2-TZVPD RIJCOSX def2/J DEFGRID3
* xyz 0 1
C 0.9136 -0.6614 2.0125
C 0.0449 -0.6154 0.8705
C 0.5705 -0.8699 -0.6050
C -0.0313 0.2734 -1.4366
C -1.4123 0.7670 -0.9252
O -1.7388 2.1136 -0.9597
C -1.0626 0.3438 0.6865
O -1.3254 -0.9971 1.1325
H 1.4755 -1.5845 1.9898
H 0.1796 -0.4479 2.9288
H 1.6407 0.0447 1.8865
H 0.3038 -1.8374 -0.9829
H 1.7597 -0.7066 -0.5712
H 0.6415 1.1200 -1.4423
H -0.0624 -0.1264 -2.3886
H -2.1903 0.1383 -1.3958
H -1.7196 2.3474 -1.9933
H -1.1862 1.1254 1.4086
*
```

---

The following is a quantum chemistry calculation of a 2-piece molecular cluster, C6H10O2 overall in a non-equilibrium geometry, from OMol25.

Frontier orbital gap (alpha / beta)   6.3089 / 7.0377 eV
Molecular weight   114.14 g/mol
LUMO (alpha / beta)   0.88 / -2.57 eV
<S²>   2.011
Highest occupied orbital energy (alpha / beta)   -5.430 / -9.609 eV

ORCA input file:
```
! wB97M-V def2-TZVPD RIJCOSX def2/J DEFGRID3
* xyz 0 3
C 1.8889 0.7184 -1.4267
C 1.3609 1.0167 -0.2741
C -0.2027 -1.5546 1.3145
C -1.6799 0.6680 -1.3435
C 0.8869 1.5633 0.7859
C -1.0225 -1.1981 0.1267
O -1.4757 -2.0409 -0.6288
O -1.2177 0.1170 -0.0430
H 2.8905 0.6276 -1.5293
H 0.5472 -2.1355 0.9811
H 0.2783 -0.6809 1.8675
H -0.9062 -2.1308 1.9181
H -1.4326 -0.0477 -2.1535
H -1.0617 1.6729 -1.3246
H -2.7808 0.7654 -1.3461
H 0.5742 1.0390 1.7181
H 0.6393 2.6991 0.9513
H 1.2652 0.3130 -2.2401
*
```

---

The following is a quantum chemistry calculation of C6H10O3 as an isolated structure in a non-equilibrium geometry, from OMol25.

Frontier orbital gap   9.7393 eV
Molecular weight   130.14 g/mol
LUMO   0.56 eV
Highest occupied orbital energy   -9.183 eV

ORCA input file:
```
! wB97M-V def2-TZVPD RIJCOSX def2/J DEFGRID3
* xyz 0 1
C -1.8478 -0.3875 3.1216
C -0.6529 -0.8697 2.4199
C 0.2221 -0.4723 0.2302
C 0.3415 0.4053 -0.8949
C 0.9162 0.1600 -2.0254
C 0.9851 1.1594 -3.1743
H -2.5608 -0.2667 2.5450
H -1.8600 -0.8328 3.9393
H -1.7353 0.7412 3.5594
H 0.4067 -0.3901 3.2409
H -0.6918 -1.8729 2.2424
H -0.0781 1.4369 -0.4224
H 0.5623 1.0097 -4.1149
H 2.0240 1.3309 -3.4054
H 0.7074 2.4771 -2.9361
H 1.7285 -1.0095 -3.3504
O -0.4299 0.0084 1.2207
O 0.5895 -1.6688 0.2164
O 1.3734 -0.9586 -2.4121
*
```

---

The following is a quantum chemistry calculation of a 2-piece molecular cluster, C6H10OS overall in a non-equilibrium geometry, from OMol25.

Frontier orbital gap   8.9032 eV
Molecular weight   130.21 g/mol
LUMO   -0.28 eV
Highest occupied orbital energy   -9.182 eV

ORCA input file:
```
! wB97M-V def2-TZVPD RIJCOSX def2/J DEFGRID3
* xyz 0 1
C -0.0033 1.1463 1.6753
C -0.0101 0.1114 0.5523
C 0.0847 0.7571 -0.9124
C 0.9119 -0.5426 -1.1867
C 1.0857 -0.9922 0.3256
C -1.4213 -0.4913 0.6446
H -0.8825 1.9095 1.4736
H -0.3721 0.7239 2.6562
H 0.9603 1.7246 1.6240
H 0.4256 1.8041 -0.9392
H -0.8381 0.8009 -1.5404
H 1.7403 -0.2555 -1.7338
H -0.7143 -0.7793 -2.9979
H 0.8891 -2.0380 0.5310
H 2.2215 -0.7898 0.6347
H -2.3060 0.0910 -0.5945
O -1.7946 -1.3650 1.8333
S 0.0232 -1.8148 -2.0456
*
```